(1)
{
  "formula": "C34H56CrN2O4P3",
  "method": "the ωB97M-V functional and the def2-TZVPD basis",
  "lumo_ha": [-0.090, -0.117],
  "spin_multiplicity": 5,
  "max_force_ev_per_a": 6.46,
  "total_charge": 1,
  "orbital_gap_ev": [6.2, 7.3],
  "species": ["C", "C", "C", "C", "C", "H", "H", "H", "N", "P", "P", "C", "H", "H", "C", "O", "C", "H", "C", "C", "C", "C", "C", "H", "H", "H", "C", "H", "H", "H", "C", "H", "H", "H", "C", "H", "H", "H", "C", "H", "H", "H", "C", "H", "H", "H", "C", "H", "H", "H", "C", "H", "H", "H", "C", "H", "H", "H", "C", "H", "H", "H", "C", "H", "H", "H", "C", "H", "H", "H", "Cr", "N", "C", "C", "C", "C", "C", "H", "C", "H", "C", "H", "H", "H", "C", "O", "P", "O", "C", "O", "C", "H", "H", "H", "H", "H", "H", "H", "H", "H"],
  "xyz": [[-2.0469, -1.5624, -0.9319], [0.0882, -1.3315, -1.8496], [-2.3533, -2.5872, -1.8154], [-0.1962, -2.2661, -2.8295], [-1.4089, -2.9606, -2.7679], [-3.3385, -3.0461, -1.7312], [0.5506, -2.4753, -3.5978], [-1.6083, -3.7661, -3.4744], [-0.7882, -1.0860, -0.8469], [-2.6271, 0.7741, 0.4848], [2.2552, -0.4933, -0.2055], [-3.0637, -0.9662, 0.0167], [-4.0741, -1.0150, -0.4248], [-3.0944, -1.5729, 0.9382], [0.1286, 1.2163, 2.1917], [0.3582, 1.8399, 3.1667], [1.3177, -0.4499, -1.8468], [2.0113, -0.7481, -2.6394], [3.6249, 0.8348, -0.4691], [3.0726, -2.2175, -0.1907], [-3.3114, 1.8020, -0.9527], [-3.6594, 1.0389, 2.0460], [3.1011, 2.1794, 0.0729], [2.7354, 2.0994, 1.1078], [3.9270, 2.9107, 0.0470], [2.2802, 2.5849, -0.5338], [4.8878, 0.4494, 0.3166], [4.6690, 0.2539, 1.3735], [5.3946, -0.4187, -0.1240], [5.5896, 1.2974, 0.2734], [4.0223, 1.0500, -1.9390], [4.7428, 1.8867, -1.9584], [4.5218, 0.1760, -2.3788], [3.1788, 1.3405, -2.5789], [3.7174, -2.4597, 1.1825], [3.0131, -2.2154, 1.9937], [3.9856, -3.5299, 1.2580], [4.6351, -1.8784, 1.3273], [1.9986, -3.2944, -0.3646], [1.2510, -3.2616, 0.4395], [1.5070, -3.2259, -1.3359], [2.4991, -4.2750, -0.3298], [4.1002, -2.3917, -1.3257], [3.8896, -1.7544, -2.1931], [5.1372, -2.2214, -0.9998], [4.0521, -3.4323, -1.6830], [-3.5061, 2.4876, 2.5261], [-3.9480, 2.5617, 3.5334], [-2.4487, 2.7751, 2.6103], [-4.0278, 3.2069, 1.8795], [-3.0747, 0.1277, 3.1256], [-3.1213, -0.9310, 2.8492], [-2.0326, 0.3814, 3.3336], [-3.6419, 0.2440, 4.0628], [-5.1396, 0.6567, 1.8984], [-5.5608, 0.5520, 2.9111], [-5.7404, 1.4138, 1.3792], [-5.2656, -0.3107, 1.3937], [-2.7658, 1.2633, -2.2801], [-3.1476, 1.8919, -3.1117], [-1.6707, 1.3099, -2.3195], [-3.0802, 0.2277, -2.4696], [-2.8439, 3.2538, -0.7574], [-1.7478, 3.3197, -0.7262], [-3.2193, 3.8709, -1.5922], [-3.2479, 3.6815, 0.1683], [-4.8465, 1.7653, -1.0550], [-5.2432, 0.7389, -1.0686], [-5.3290, 2.3378, -0.2537], [-5.1350, 2.2398, -2.0075], [-0.2268, 0.3974, 0.5100], [0.2749, 1.5525, -0.9289], [0.7814, 1.0138, -1.9845], [0.8138, 1.6415, -3.3368], [0.6723, 3.0370, -3.4072], [1.0227, 0.9040, -4.5195], [0.8147, 3.6974, -4.6280], [0.4809, 3.5767, -2.4771], [1.1877, 1.5666, -5.7372], [1.0644, -0.1848, -4.4883], [1.0909, 2.9635, -5.7912], [0.7240, 4.7856, -4.6666], [1.3947, 0.9872, -6.6420], [1.2375, 3.4769, -6.7444], [-0.5152, -1.2646, 5.4901], [-0.7423, -1.2498, 4.0599], [0.2483, -1.2575, 2.7700], [1.7494, -1.1833, 3.4071], [2.2669, -0.3903, 4.4991], [0.1311, -2.7915, 2.2390], [-0.2323, -3.9608, 3.0090], [-1.4539, -1.6085, 5.9326], [-0.3081, -0.2551, 5.8772], [0.2917, -1.9540, 5.7700], [1.6735, 0.5119, 4.7121], [2.3333, -1.0276, 5.3936], [3.2816, -0.0801, 4.2110], [0.5336, -4.1552, 3.7760], [-1.2349, -3.8575, 3.4568], [-0.2448, -4.7884, 2.2910]],
  "forces_ev_per_angstrom": [[0.48, -0.28, 0.60], [0.12, 0.10, 0.47], [-0.20, 0.06, -0.09], [-0.21, -0.30, -0.15], [0.28, 0.14, 0.05], [0.27, 0.08, -0.30], [-0.32, 0.03, 0.18], [-0.03, 0.24, 0.17], [-0.33, 0.59, -1.20], [-1.11, -0.02, 0.10], [0.41, -0.22, 0.04], [-0.33, -0.40, 0.00], [0.40, -0.09, 0.07], [0.01, 0.24, -0.27], [1.64, 4.66, 4.16], [-1.04, -2.59, -3.14], [0.23, -0.24, -0.05], [-0.27, 0.06, -0.06], [-0.26, -0.13, -0.20], [0.29, 0.35, -0.29], [-0.24, 0.09, 0.06], [-0.26, -0.07, -0.17], [-0.04, 0.23, 0.04], [0.18, -0.01, -0.21], [-0.22, -0.25, 0.09], [0.31, -0.16, 0.22], [0.05, 0.11, 0.00], [0.07, 0.04, -0.18], [-0.16, 0.29, 0.23], [-0.19, -0.22, 0.02], [0.17, 0.12, -0.09], [-0.19, -0.28, -0.08], [-0.14, 0.26, 0.13], [0.28, -0.07, 0.21], [0.06, -0.10, 0.21], [0.40, -0.22, -0.33], [-0.08, 0.39, 0.00], [-0.27, -0.20, -0.01], [-0.20, -0.13, 0.06], [0.15, 0.02, -0.39], [0.06, -0.11, 0.18], [-0.13, 0.24, 0.06], [0.16, -0.41, -0.21], [0.11, -0.20, 0.18], [-0.39, 0.07, -0.14], [0.14, 0.25, 0.06], [-0.19, 0.11, 0.16], [0.11, 0.04, -0.29], [-0.23, 0.00, -0.08], [0.17, -0.25, 0.26], [0.23, 0.08, 0.01], [0.04, 0.15, 0.11], [-0.34, -0.03, -0.01], [0.12, 0.04, -0.29], [-0.31, 0.13, 0.14], [0.05, 0.02, -0.29], [0.24, -0.34, 0.18], [-0.04, 0.24, 0.12], [0.37, 0.02, -0.33], [0.12, -0.31, 0.47], [-0.32, -0.01, 0.04], [-0.03, 0.23, -0.02], [0.01, 0.15, 0.00], [-0.24, -0.05, -0.07], [0.18, -0.23, 0.23], [0.14, -0.05, -0.31], [-0.07, 0.14, -0.01], [0.05, 0.31, 0.05], [0.13, -0.19, -0.25], [0.10, -0.16, 0.28], [-0.48, -1.70, 0.22], [0.93, -0.01, -2.40], [-0.61, 0.03, 1.45], [0.07, 0.24, -0.24], [0.16, -0.14, -0.25], [0.09, 0.41, 0.25], [-0.02, -0.26, -0.02], [0.08, -0.12, -0.31], [-0.16, 0.16, 0.13], [0.09, 0.29, -0.03], [0.02, -0.12, 0.15], [0.05, -0.37, -0.04], [-0.13, 0.27, 0.31], [-0.08, -0.15, 0.33], [-0.07, -0.12, -0.06], [0.60, 0.12, -0.05], [0.06, -1.36, 1.04], [-0.78, -0.06, -0.04], [0.27, 0.02, 0.08], [-0.14, 0.87, 0.37], [0.25, 0.00, 0.10], [0.20, 0.00, -0.08], [0.01, -0.32, -0.33], [-0.21, 0.19, -0.15], [0.12, -0.45, -0.17], [-0.03, 0.29, -0.30], [-0.37, -0.11, 0.05], [-0.36, 0.04, -0.20], [0.48, 0.12, -0.14], [0.03, 0.21, 0.22]],
  "mulliken_spin": [0.022, 0.065, 0.005, 0.004, 0.008, 0.000, 0.001, 0.000, -0.191, -0.117, 0.021, 0.065, 0.001, -0.015, -0.067, 0.165, -0.015, 0.005, 0.049, 0.096, 0.013, -0.044, 0.040, -0.004, 0.001, 0.007, 0.005, -0.003, 0.001, 0.000, 0.005, -0.002, 0.000, 0.002, 0.000, 0.004, 0.001, 0.000, 0.027, 0.004, -0.001, 0.001, 0.006, 0.000, 0.003, -0.002, -0.005, 0.000, -0.001, 0.000, 0.066, 0.003, -0.019, -0.001, 0.001, 0.000, 0.000, -0.001, 0.024, 0.001, 0.000, 0.001, 0.005, 0.005, 0.002, 0.001, 0.008, 0.000, 0.001, -0.002, 3.742, -0.120, 0.019, 0.011, 0.010, 0.021, -0.008, 0.003, -0.011, 0.003, 0.020, 0.000, 0.000, 0.001, 0.000, 0.008, 0.047, 0.011, 0.000, -0.008, -0.001, 0.000, 0.000, 0.000, 0.000, 0.000, -0.001, 0.000, 0.000, 0.000]
}

(2)
{
  "formula": "C34H56HgN2OP3",
  "method": "the ωB97M-V functional and the def2-TZVPD basis",
  "lumo_ha": -0.070,
  "max_force_ev_per_a": 2.37,
  "total_charge": 1,
  "orbital_gap_ev": 7.7,
  "de_lowest_ev": 0.0000,
  "species": ["C", "C", "C", "C", "C", "H", "H", "H", "N", "P", "P", "C", "H", "H", "C", "H", "C", "C", "C", "C", "C", "H", "H", "H", "C", "H", "H", "H", "C", "H", "H", "H", "C", "H", "H", "H", "C", "H", "H", "H", "C", "H", "H", "H", "C", "H", "H", "H", "C", "H", "H", "H", "C", "H", "H", "H", "C", "H", "H", "H", "C", "H", "H", "H", "C", "H", "H", "H", "Hg", "C", "O", "N", "C", "C", "C", "C", "C", "H", "C", "H", "C", "H", "H", "H", "C", "P", "C", "C", "H", "H", "H", "H", "H", "H", "H", "H", "H"],
  "xyz": [[1.8370, -1.8365, -1.5882], [1.3457, 0.2191, -2.5123], [2.7405, -2.1281, -2.6214], [2.1768, -0.0168, -3.6205], [2.9004, -1.2146, -3.6654], [3.2490, -3.0866, -2.6033], [2.2284, 0.7384, -4.4077], [3.5259, -1.4295, -4.5287], [1.2679, -0.6274, -1.4779], [-0.2945, -2.5541, 0.0732], [0.5361, 2.3425, -0.8055], [1.4016, -2.8987, -0.5903], [1.4357, -3.8850, -1.0808], [2.1229, -2.9524, 0.2408], [0.4554, 1.4465, -2.4520], [0.7463, 2.1363, -3.2486], [-0.6081, 3.8501, -1.1344], [2.3299, 2.9750, -0.6208], [-1.4412, -3.2991, -1.2250], [-0.2347, -3.5610, 1.6904], [-2.0075, 3.4917, -0.5963], [-1.9669, 3.1514, 0.4484], [-2.6390, 4.3967, -0.6341], [-2.4932, 2.7059, -1.1858], [-0.1098, 5.0906, -0.3736], [0.0627, 4.8910, 0.6909], [0.8002, 5.5134, -0.8162], [-0.8877, 5.8661, -0.4414], [-0.7217, 4.1990, -2.6293], [-1.3997, 5.0632, -2.7175], [0.2372, 4.4970, -3.0773], [-1.1516, 3.3802, -3.2225], [2.4390, 3.5223, 0.8230], [1.8036, 2.9734, 1.5327], [3.4788, 3.4201, 1.1703], [2.1867, 4.5868, 0.8695], [3.3168, 1.8096, -0.7760], [3.0558, 0.9610, -0.1326], [3.3796, 1.4753, -1.8176], [4.3170, 2.1709, -0.4869], [2.6625, 4.0358, -1.6906], [1.9013, 4.1331, -2.4740], [2.8231, 5.0216, -1.2337], [3.5977, 3.7654, -2.2034], [-1.6135, -3.4778, 2.3599], [-1.5229, -3.8040, 3.4087], [-2.0135, -2.4516, 2.3608], [-2.3493, -4.1393, 1.8838], [0.8214, -2.8958, 2.5934], [1.8409, -3.0932, 2.2406], [0.6903, -1.8099, 2.6747], [0.7399, -3.3278, 3.6031], [0.1688, -5.0323, 1.4907], [0.4917, -5.4298, 2.4664], [-0.6674, -5.6632, 1.1598], [1.0098, -5.1547, 0.7894], [-1.2559, -2.5952, -2.5875], [-1.5641, -3.2826, -3.3975], [-1.8818, -1.6881, -2.6418], [-0.2166, -2.2955, -2.7772], [-2.8971, -3.0690, -0.7835], [-3.1038, -1.9916, -0.6962], [-3.5642, -3.4892, -1.5528], [-3.1408, -3.5508, 0.1709], [-1.1675, -4.7991, -1.4145], [-0.1211, -5.0066, -1.6728], [-1.4449, -5.3898, -0.5343], [-1.7891, -5.1541, -2.2502], [-0.7954, 0.0752, 0.4141], [1.7005, 0.3656, 1.8541], [2.5566, 0.4460, 2.6030], [-1.7330, 0.4723, -1.6395], [-1.0272, 0.9248, -2.5936], [-1.6403, 0.9674, -3.9979], [-3.0333, 0.8157, -4.0897], [-0.8772, 1.1692, -5.1583], [-3.6824, 0.9805, -5.3221], [-3.5833, 0.5974, -3.1723], [-1.5131, 1.2895, -6.3978], [0.2105, 1.2336, -5.1045], [-2.9151, 1.2183, -6.4773], [-4.7732, 0.9318, -5.3740], [-0.9129, 1.4516, -7.2955], [-3.4114, 1.3564, -7.4369], [-3.6498, 0.0547, 2.5779], [-1.9416, 0.7112, 2.5724], [-2.2007, 2.4589, 3.0201], [-1.2271, 0.0520, 4.1194], [-4.2380, 0.5511, 1.7919], [-4.1139, 0.2459, 3.5539], [-3.6547, -1.0245, 2.3859], [-2.4223, 2.4942, 4.0967], [-1.2861, 3.0349, 2.8234], [-3.0362, 2.9066, 2.4615], [-1.7108, 0.5912, 4.9493], [-0.1458, 0.2505, 4.1673], [-1.4086, -1.0265, 4.2258]],
  "forces_ev_per_angstrom": [[0.47, 0.48, -0.32], [0.56, 0.35, 0.05], [-0.48, -0.01, 0.11], [-0.24, -0.42, 0.33], [-0.36, 0.50, 0.27], [-0.06, 0.08, -0.21], [0.06, -0.40, 0.15], [0.03, -0.03, 0.28], [-0.28, -0.56, -0.78], [0.25, -0.12, 0.35], [0.02, 0.03, -0.09], [0.42, 0.26, -0.08], [-0.06, 0.38, 0.17], [-0.31, 0.08, -0.18], [0.11, -0.28, 0.46], [-0.22, -0.15, 0.01], [0.30, -0.25, -0.07], [-0.72, -0.04, -0.21], [-0.08, -0.26, 0.13], [-0.22, 0.00, -0.60], [-0.20, 0.12, -0.05], [0.07, 0.14, -0.26], [0.18, -0.29, 0.01], [0.14, 0.18, 0.14], [-0.10, 0.13, -0.04], [-0.07, 0.03, -0.20], [-0.24, -0.16, 0.20], [0.17, -0.18, 0.02], [-0.23, 0.18, -0.03], [0.15, -0.21, -0.05], [-0.41, -0.09, 0.12], [0.09, 0.30, 0.18], [0.38, 0.16, -0.05], [0.11, 0.18, -0.18], [-0.25, 0.06, -0.06], [-0.02, -0.31, 0.07], [0.09, -0.01, 0.05], [0.14, 0.09, -0.24], [-0.02, -0.03, 0.33], [-0.27, -0.12, -0.05], [0.54, 0.19, -0.14], [0.32, -0.03, 0.34], [-0.07, -0.21, -0.22], [-0.19, 0.13, 0.15], [-0.04, -0.12, 0.34], [-0.06, 0.09, -0.25], [0.14, -0.28, -0.03], [0.25, 0.23, 0.12], [-0.03, -0.02, 0.04], [-0.21, 0.07, 0.11], [-0.07, -0.21, 0.00], [0.02, 0.13, -0.26], [0.05, -0.27, 0.30], [-0.04, 0.05, -0.26], [0.36, 0.28, 0.11], [-0.31, 0.03, 0.27], [0.01, 0.34, -0.17], [0.10, 0.28, 0.40], [0.37, -0.34, 0.03], [-0.31, -0.16, -0.11], [-0.08, -0.02, 0.05], [0.02, -0.24, -0.08], [0.15, 0.18, 0.22], [0.04, 0.06, -0.31], [-0.28, -0.17, 0.00], [-0.28, -0.02, 0.05], [0.09, 0.17, -0.31], [0.18, 0.07, 0.20], [-0.62, 0.10, -1.19], [1.75, -0.02, 1.60], [-1.44, -0.10, -1.28], [1.13, 0.10, -0.07], [-0.78, -0.27, 0.24], [0.21, 0.00, 0.33], [-0.01, 0.27, -0.55], [-0.44, 0.05, 0.04], [0.68, -0.08, 0.10], [0.14, 0.18, -0.31], [-0.42, -0.09, 0.19], [-0.37, 0.04, -0.04], [0.20, 0.01, 0.35], [0.40, -0.04, -0.05], [-0.26, -0.05, 0.24], [0.13, -0.06, 0.21], [-0.04, 0.02, -0.03], [-0.36, -0.25, 0.12], [0.13, 0.26, 0.00], [0.08, 0.11, 0.21], [0.21, -0.15, 0.22], [0.05, -0.03, -0.20], [0.01, 0.25, 0.03], [-0.01, 0.10, -0.33], [-0.27, -0.07, 0.07], [0.34, -0.21, 0.12], [0.17, -0.35, -0.15], [-0.33, -0.11, -0.02], [0.11, 0.32, -0.10]],
  "lowdin_charge": [-0.337, -0.320, -0.016, -0.021, -0.026, 0.116, 0.116, 0.116, 0.078, 1.070, 1.107, -0.247, 0.083, 0.089, -0.338, 0.092, -0.653, -0.657, -0.671, -0.680, -0.114, 0.030, 0.094, 0.059, -0.093, 0.073, 0.069, 0.093, -0.075, 0.100, 0.071, 0.070, -0.111, 0.040, 0.090, 0.065, -0.101, 0.040, 0.071, 0.099, -0.075, 0.047, 0.082, 0.087, -0.100, 0.096, 0.037, 0.073, -0.109, 0.078, 0.021, 0.099, -0.083, 0.095, 0.069, 0.082, -0.070, 0.099, 0.058, 0.067, -0.093, 0.066, 0.101, 0.056, -0.085, 0.078, 0.063, 0.094, 0.672, -0.046, 0.089, -0.047, -0.447, -0.188, -0.045, -0.043, -0.069, 0.100, -0.074, 0.087, -0.081, 0.105, 0.105, 0.102, -0.257, 0.720, -0.265, -0.259, 0.058, 0.061, 0.029, 0.053, 0.045, 0.055, 0.053, 0.038, 0.042]
}